Entry from the OMol25 dataset: a structure of composition C28H50HfP2Si in a non-equilibrium geometry (wB97M-V/def2-TZVPD).

Geometry as ORCA input:
```
! RIJCOSX wB97M-V def2-TZVPD def2/J DEFGRID3
* xyz 2 1
Hf 0.83 -0.13 1.04
Si 1.78 -5.09 -0.26
C -1.39 0.65 -0.86
H 1.77 -6.12 2.02
H -4.06 3.17 -4.31
H -1.74 -0.15 -1.52
H 3.39 -5.49 1.61
H -4.25 1.38 -0.67
H -0.54 -5.97 -0.04
H 4.83 -1.07 0.92
H -3.98 5.40 -1.59
H -3.02 1.21 2.65
C -2.09 2.48 -3.77
H -0.16 3.31 -1.75
H 0.49 3.19 -0.11
C -2.59 1.55 1.69
H 1.01 -0.72 -2.73
H -0.27 -0.91 4.56
H -2.28 -2.17 0.64
C 1.36 -0.01 3.48
H 1.79 3.22 2.23
C 2.51 -6.02 1.21
C -1.55 3.64 -3.35
H -1.95 1.56 -1.10
C 3.14 -0.73 2.18
H -1.72 5.44 -2.20
C 1.56 2.56 3.08
H 3.55 -2.31 0.83
C -3.55 2.25 -4.02
H -1.45 1.68 -4.13
H -4.45 4.34 -2.91
C 1.09 -2.15 0.42
H 3.41 -6.13 -1.81
C 1.94 -2.55 3.55
H -0.19 -5.52 -1.73
C 3.89 1.53 1.13
C 1.89 1.14 2.79
H -3.36 3.66 -0.17
H 2.62 -4.72 -2.59
H 2.88 -2.99 3.91
H 3.39 2.46 0.80
H -0.49 3.85 -3.53
C -4.34 1.59 -2.84
H 4.24 1.00 0.24
C 1.42 -3.34 0.22
H 1.19 -2.61 4.35
P 0.44 0.99 -1.19
C -3.68 4.50 -2.15
H 0.09 0.56 -3.59
H -3.39 1.94 1.05
H 2.15 2.90 3.94
H 4.77 1.81 1.73
H 3.91 -4.47 -1.38
H -0.35 0.87 4.46
C 2.15 -1.14 3.12
C 2.97 0.68 1.94
H -3.63 1.56 -4.88
H 4.62 -2.26 2.24
C -4.01 2.10 -1.46
H -2.56 5.50 -3.73
H -4.16 0.51 -2.88
C -2.85 -1.26 0.92
C 0.23 -5.98 -0.82
C 4.10 -1.63 1.51
H -5.42 1.72 -3.04
H 0.50 2.69 3.33
H 1.60 -3.15 2.70
C 0.34 0.01 4.57
H -3.67 -1.10 0.21
H -3.25 -1.41 1.93
C 3.05 -5.11 -1.65
C -2.34 4.83 -2.88
C -3.63 3.35 -1.19
C 0.60 2.81 -1.13
H -1.87 2.36 1.90
P -1.70 0.14 0.94
H 1.59 3.09 -1.51
H 2.83 -7.03 0.90
H 1.81 0.81 -3.16
H 0.83 0.08 5.55
H 0.49 -7.03 -1.05
C 0.86 0.37 -2.83
*
```

Properties
Lowest unoccupied orbital energy   -7.13 eV
Gap between HOMO and LUMO   7.004 eV
Relative energy (zero: lowest compared OMol25 entry of this formula, charge and spin)   0.0 kcal per mole
HOMO energy   -14.13 eV

Now the Löwdin charges, all in e: number 1, Hf, carries 1.35; number 2, Si, carries 0.43; number 3, C, carries -0.45; number 4, H, carries 0.04; number 5, H, carries 0.11; number 6, H, carries 0.08; number 7, H, carries 0.03; number 8, H, carries 0.09; number 9, H, carries 0.04; number 10, H, carries 0.09; number 11, H, carries 0.13; number 12, H, carries 0.07; number 13, C, carries -0.11; number 14, H, carries 0.01; number 15, H, carries 0.05; number 16, C, carries -0.23; number 17, H, carries 0.06; number 18, H, carries 0.08; number 19, H, carries 0.05; number 20, C, carries -0.31; number 21, H, carries 0.07; number 22, C, carries -0.18; number 23, C, carries -0.14; number 24, H, carries 0.01; number 25, C, carries -0.26; number 26, H, carries 0.11; number 27, C, carries -0.02; number 28, H, carries 0.06; number 29, C, carries -0.17; number 30, H, carries 0.08; number 31, H, carries 0.11; number 32, C, carries -0.23; number 33, H, carries 0.05; number 34, C, carries -0.01; number 35, H, carries 0.04; number 36, C, carries -0.03; number 37, C, carries -0.35; number 38, H, carries 0.10; number 39, H, carries 0.04; number 40, H, carries 0.10; number 41, H, carries 0.07; number 42, H, carries 0.11; number 43, C, carries -0.16; number 44, H, carries 0.08; number 45, C, carries -0.15; number 46, H, carries 0.09; number 47, P, carries 0.77; number 48, C, carries -0.17; number 49, H, carries 0.04; number 50, H, carries 0.03; number 51, H, carries 0.11; number 52, H, carries 0.11; number 53, H, carries 0.03; number 54, H, carries 0.08; number 55, C, carries -0.25; number 56, C, carries -0.32; number 57, H, carries 0.13; number 58, H, carries 0.11; number 59, C, carries -0.16; number 60, H, carries 0.13; number 61, H, carries 0.11; number 62, C, carries -0.22; number 63, C, carries -0.18; number 64, C, carries -0.01; number 65, H, carries 0.13; number 66, H, carries 0.08; number 67, H, carries 0.06; number 68, C, carries -0.03; number 69, H, carries 0.06; number 70, H, carries 0.07; number 71, C, carries -0.18; number 72, C, carries -0.16; number 73, C, carries -0.11; number 74, C, carries -0.23; number 75, H, carries 0.05; number 76, P, carries 0.77; number 77, H, carries 0.07; number 78, H, carries 0.05; number 79, H, carries 0.07; number 80, H, carries 0.11; number 81, H, carries 0.05; number 82, C, carries -0.22